Formula: C34H26ClN2O4PSeSr
Source: OMol25
Level of theory: the ωB97M-V functional and the def2-TZVPD basis

Output
relative energy (zero: lowest compared OMol25 entry of this formula, charge and spin)	49.0	kcal per mole
frontier orbital gap	5.21	eV
strongest force on any atom	5.6	eV/Å

```
70
Properties=species:S:1:pos:R:3:forces:R:3
Sr 0.2444 -0.7723 1.1072 4.414 3.463 -0.178
O 3.2750 -0.8109 0.1533 -0.648 1.069 0.782
C 2.6988 0.1573 0.7183 0.554 -0.447 -0.568
C 3.4822 1.4588 0.8530 0.089 -0.518 -0.049
C 4.8638 1.4525 1.0252 0.094 -0.007 -0.016
C 5.5658 2.6370 1.2038 -0.016 -0.034 -0.015
C 4.8774 3.8457 1.1991 -0.034 -0.055 -0.011
C 3.4972 3.8592 1.0307 -0.034 0.013 -0.016
C 2.7853 2.6688 0.8694 -0.152 0.236 0.001
P 0.9494 2.6215 0.6153 0.396 -0.279 0.013
C 0.5291 4.4022 0.6894 -0.179 0.018 -0.002
C 0.2776 5.1938 -0.4268 0.005 0.143 -0.012
C -0.0765 6.5336 -0.2779 0.037 -0.106 -0.071
C -0.1834 7.0924 0.9862 -0.012 0.030 0.046
C 0.0554 6.3073 2.1095 0.028 -0.087 -0.016
C 0.3962 4.9692 1.9595 -0.018 0.113 -0.009
C 0.8554 2.2365 -1.1799 -0.067 0.006 -0.077
C 1.8781 2.5276 -2.0847 0.007 -0.060 -0.034
C 1.7546 2.1772 -3.4231 0.016 0.011 0.015
C 0.6112 1.5257 -3.8759 0.036 0.012 -0.012
C -0.4138 1.2320 -2.9885 -0.007 0.013 0.053
C -0.2904 1.5895 -1.6494 0.087 0.107 -0.030
H 5.3726 0.4925 1.0113 -0.037 0.094 -0.025
H 6.6448 2.6237 1.3360 -0.143 -0.004 -0.012
H 5.4133 4.7821 1.3187 -0.055 -0.084 0.021
H 2.9747 4.8085 1.0281 0.034 -0.025 -0.023
H 0.3599 4.7666 -1.4192 0.000 0.037 0.020
H -0.2630 7.1423 -1.1567 0.003 -0.069 0.063
H -0.4607 8.1360 1.0990 0.041 -0.111 -0.006
H -0.0318 6.7376 3.1013 0.003 -0.049 -0.064
H 0.5684 4.3525 2.8360 -0.007 0.040 0.000
H 2.7820 3.0160 -1.7361 -0.048 -0.031 -0.018
H 2.5593 2.4054 -4.1163 -0.097 -0.031 0.093
H 0.5236 1.2430 -4.9198 0.016 0.029 0.088
H -1.3068 0.7205 -3.3349 0.080 0.054 0.055
H -1.0968 1.3697 -0.9601 -0.029 -0.029 -0.021
C -4.3846 -0.9346 -1.6230 -0.058 -0.126 -0.078
C -4.3972 -2.3424 -1.0705 0.032 0.142 -0.281
C -4.3165 -3.4197 -1.9526 0.025 0.067 -0.157
C -4.3985 -4.7288 -1.5157 0.021 0.019 -0.009
Cl -4.2854 -6.0291 -2.6678 -0.010 0.049 0.041
C -4.5787 -5.0096 -0.1731 0.012 -0.147 0.071
C -4.6344 -3.9535 0.7178 0.018 -0.169 0.207
C -4.5251 -2.6401 0.2832 0.231 0.149 0.058
O -4.6033 -1.7070 1.2869 0.128 0.144 0.213
C -3.8202 -0.5174 1.2877 0.148 0.047 -0.024
C -2.2948 -0.7286 1.1961 -0.658 0.004 0.229
O -1.6366 -0.8681 2.2819 -2.328 0.264 -0.053
O -1.7438 -0.7596 0.0420 -1.665 0.030 0.445
H -4.4442 -0.9665 -2.7109 -0.029 -0.026 0.025
H -3.4722 -0.4013 -1.3504 -0.073 -0.105 -0.095
H -5.2417 -0.3620 -1.2595 0.020 -0.055 -0.040
H -4.1991 -3.2223 -3.0127 -0.022 -0.023 0.070
H -4.6583 -6.0345 0.1734 0.016 0.134 -0.060
H -4.7619 -4.1291 1.7822 0.032 0.016 -0.136
H -4.0183 -0.0704 2.2529 -0.054 0.087 0.140
H -4.1397 0.1555 0.4975 0.091 0.101 0.052
Se -1.0396 -3.4088 0.9689 -1.151 -2.161 -0.115
N 0.6478 -2.9697 0.7279 0.953 -2.245 -0.341
C 1.3795 -4.0800 0.8485 -0.024 0.184 -0.103
C 2.8015 -4.1201 0.7090 -0.058 -0.007 0.026
C 3.4048 -5.3259 0.8506 -0.035 -0.128 0.021
C 2.6620 -6.5293 1.1324 0.123 0.086 -0.026
C 1.3156 -6.5252 1.2741 -0.083 0.123 -0.015
C 0.6264 -5.2762 1.1315 -0.253 0.076 0.004
N -0.6934 -5.1113 1.2389 0.456 -0.067 -0.033
H 3.3395 -3.2019 0.4907 -0.098 -0.063 0.014
H 4.4815 -5.3929 0.7457 -0.062 -0.037 0.012
H 3.2030 -7.4641 1.2299 -0.005 0.093 -0.005
H 0.7541 -7.4265 1.4857 0.006 0.080 -0.020
```
Positions in Å, forces in eV/Å.

Atom charges from the Mulliken analysis, given in e for atoms 1 to 8: number 1, Sr, carries 2.12; number 2, O, carries -0.63; number 3, C, carries -0.51; number 4, C, carries 1.00; number 5, C, carries -0.62; number 6, C, carries -0.56; number 7, C, carries -0.74; number 8, C, carries -0.49